# 1
ORCA calculation (ωB97M-V with the def2-TZVPD basis set) on a structure of composition C26H49F8N5NbO11S in a non-equilibrium geometry.

Output
DFT total energy: -3375.4094 hartree
Total charge: -1
Frontier orbital gap: 6.5 eV
LUMO energy: 0.78 eV

Each line ends with the Löwdin charge.
Element x y z (Å)
1 C -2.0505 -3.2059 -3.6980  0.0077
2 C -0.5729 -3.7142 -3.3655  -0.4033
3 O 0.2688 -3.7509 -4.3005  0.0383
4 O -0.1454 -4.1731 -2.0900  -0.1150
5 C -0.2493 -5.6357 -2.0820  -0.2788
6 C 0.2045 -6.3247 -0.7189  -0.3185
7 Nb -1.3591 -6.4751 0.9266  1.7382
8 N -0.3768 -8.3244 1.5079  -0.1775
9 C -2.9810 -6.6962 2.4980  -0.3354
10 C -3.0738 -8.1385 3.2020  -0.2594
11 F -2.5176 -8.1621 4.5491  -0.1396
12 C 0.0967 -5.4076 2.2894  -0.3315
13 C -0.1432 -5.5153 3.8566  -0.2475
14 F 0.1339 -6.8403 4.4082  -0.1394
15 C -2.4124 -4.5138 0.2867  -0.2659
16 O -2.9087 -4.3392 -0.8679  -0.0281
17 C -2.6471 -3.2294 1.2701  -0.2806
18 F -4.0740 -2.9827 1.1928  0.0288
19 F -2.3928 -3.4931 2.6370  0.0408
20 C -1.9619 -1.8727 0.7838  -0.2101
21 F -2.1384 -1.5560 -0.5772  0.0931
22 F -2.6257 -0.8127 1.5117  0.0564
23 C -0.4084 -1.6998 1.1134  -0.2057
24 F -0.0894 -1.8127 2.4988  0.0715
25 F 0.4500 -2.4770 0.2854  0.0865
26 C -0.0417 -0.1559 0.7357  -0.2796
27 O 0.2128 0.2187 -0.4268  0.0969
28 O 0.0427 0.8082 1.7746  0.0534
29 S -2.8024 -7.9169 -0.5816  0.4765
30 C -1.7340 -9.2857 -1.3135  -0.2451
31 O -3.4399 -7.2133 -1.7564  -0.4889
32 O -3.9216 -8.6574 0.1589  -0.4958
33 H -2.4091 -2.3479 -3.0399  0.0702
34 H -2.7641 -4.0922 -3.5045  0.0977
35 H -2.1663 -2.9173 -4.7912  0.0895
36 H 0.4806 -6.0003 -2.9053  0.1245
37 H -1.2935 -5.9001 -2.4549  0.1008
38 H 0.6671 -7.3474 -1.0015  0.0487
39 H 1.0975 -5.7076 -0.3128  0.0637
40 H -0.3991 -8.4479 2.5311  -0.0133
41 H 0.6186 -8.2467 1.2491  -0.0084
42 H -3.9891 -6.5615 1.9398  0.0642
43 H -2.9863 -5.9169 3.3293  0.0450
44 H -4.2005 -8.3516 3.3477  0.1130
45 H -2.6939 -9.0049 2.5525  0.0855
46 H 1.1640 -5.7928 2.0661  0.0637
47 H 0.0910 -4.3006 2.0139  0.0269
48 H -1.1407 -5.1277 4.2393  0.0924
49 H 0.6552 -4.8389 4.3541  0.1124
50 H 0.9056 1.2949 1.6785  0.1203
51 H -1.4373 -10.0651 -0.5262  0.0510
52 H -2.3085 -9.7749 -2.1883  0.0687
53 H -0.7861 -8.8401 -1.7993  0.0403
54 C -5.7312 2.2156 -3.0582  -0.0185
55 C -4.8487 0.9967 -2.9766  -0.5539
56 O -4.7726 0.1875 -3.8907  0.0284
57 N -4.1245 0.8146 -1.8399  0.0175
58 C -4.0835 1.6552 -0.6628  -0.0705
59 H -6.2458 2.2276 -4.0193  0.0813
60 H -6.4811 2.1888 -2.2645  0.0825
61 H -5.1268 3.1219 -2.9777  0.0793
62 H -3.5562 -0.0213 -1.8538  0.1211
63 H -3.0530 1.9849 -0.5119  0.0683
64 H -4.3979 1.0589 0.1960  0.0834
65 H -4.7310 2.5250 -0.7548  0.0726
66 C 0.0875 3.1582 -1.3307  -0.0028
67 C 0.6460 3.8500 -0.1148  -0.5294
68 O 1.4846 3.3235 0.6088  0.0188
69 N 0.1894 5.0998 0.1696  0.0054
70 C -0.7888 5.8796 -0.5577  -0.0795
71 H 0.5425 2.1742 -1.4291  0.0643
72 H -0.9922 3.0308 -1.2247  0.0730
73 H 0.3146 3.7365 -2.2295  0.0893
74 H 0.6068 5.5017 0.9972  0.1323
75 H -0.3166 6.8112 -0.8774  0.0789
76 H -1.6152 6.1102 0.1179  0.0827
77 H -1.1713 5.3518 -1.4286  0.0749
78 C 1.2280 9.1406 2.5254  -0.0157
79 C 2.2379 10.1209 1.9869  -0.5596
80 O 2.1934 11.3153 2.2573  0.0106
81 N 3.2181 9.6391 1.1786  0.0117
82 C 3.4339 8.2708 0.7494  -0.0837
83 H 0.5088 9.6678 3.1528  0.0822
84 H 0.6880 8.6689 1.7013  0.0729
85 H 1.7281 8.3834 3.1330  0.0848
86 H 3.8579 10.3506 0.8556  0.1394
87 H 4.4209 7.9636 1.0787  0.0497
88 H 3.3939 8.2456 -0.3410  0.0842
89 H 2.6888 7.5882 1.1546  0.0687
90 C 7.2311 6.7502 -1.8987  -0.0053
91 C 7.0330 7.4061 -0.5576  -0.5198
92 O 5.9297 7.4914 -0.0311  0.0062
93 N 8.1289 7.9119 0.0688  0.0061
94 C 9.5018 7.9066 -0.3898  -0.0777
95 H 6.2713 6.3958 -2.2751  0.0874
96 H 7.6376 7.4710 -2.6116  0.0858
97 H 7.9022 5.8942 -1.8014  0.0876
98 H 7.9217 8.3358 0.9621  0.1437
99 H 10.1078 7.3751 0.3467  0.0843
100 H 9.8452 8.9408 -0.4577  0.0833
101 H 9.6101 7.4263 -1.3599  0.0746

Atomic forces in eV per Å
-0.346 -0.852 0.826
2.267 0.117 -2.941
-2.795 0.175 3.133
-1.458 0.128 -1.134
0.915 -1.262 -1.573
0.489 0.786 -1.307
2.705 -2.026 2.790
-0.333 2.678 0.111
-1.183 -0.394 0.242
-1.912 -0.163 -0.274
-0.303 0.091 -2.010
0.421 0.143 0.521
1.518 1.108 0.548
-0.641 1.696 -1.126
-1.198 1.522 -2.906
1.769 -0.510 4.322
-2.475 -0.109 -0.294
2.707 -0.178 0.310
-0.047 0.811 -2.624
-0.734 1.052 0.764
0.283 -1.056 2.751
1.551 -1.800 -1.372
1.522 1.899 -0.007
-0.843 -0.577 -3.107
-2.262 1.284 2.335
1.524 2.975 -2.494
-1.030 -2.340 3.892
0.507 -2.374 -0.852
-4.321 -2.454 -2.426
0.681 -0.533 -0.931
1.789 -0.553 1.251
2.612 1.014 -0.443
0.672 -1.236 -0.737
1.076 1.366 -0.099
0.653 -0.382 1.496
-1.109 0.582 1.128
1.115 0.072 0.928
-0.834 1.492 0.429
-1.353 -0.818 -0.557
-0.066 -0.191 -0.449
-0.552 -0.351 0.046
1.402 -0.250 0.910
0.087 -0.842 -1.050
1.792 0.219 -0.067
-0.081 1.353 1.273
-1.623 0.617 0.387
0.114 -1.293 0.583
1.088 -0.995 -0.703
-1.186 -1.119 -0.595
-1.152 -0.169 -0.493
-0.556 1.351 -1.074
0.524 0.871 1.606
-1.463 -0.526 0.963
-0.138 0.098 -0.102
0.265 -0.582 -0.232
-0.103 0.279 0.094
-0.263 0.220 -0.376
0.249 -0.461 0.009
0.148 -0.135 0.105
0.082 0.171 0.014
-0.136 0.026 0.130
-0.057 0.067 0.097
-0.082 0.143 0.239
0.046 0.240 0.151
0.041 -0.124 -0.088
0.172 -0.061 -0.112
0.212 -0.162 0.215
-0.128 0.024 0.017
0.159 -0.397 -0.112
0.205 0.213 0.415
-0.068 0.222 0.143
0.030 0.049 -0.166
-0.203 0.039 0.016
-0.078 -0.031 -0.084
-0.234 0.055 -0.162
-0.141 0.098 -0.227
0.112 -0.019 0.130
-0.155 -0.006 0.135
0.374 0.544 -0.204
-0.126 -0.164 0.075
-0.644 0.106 0.398
0.077 0.287 0.095
0.176 0.052 -0.123
0.066 -0.141 0.097
-0.105 -0.100 -0.134
-0.049 -0.118 0.036
-0.368 -0.191 -0.104
0.077 -0.308 0.050
-0.049 0.206 -0.005
-0.114 -0.061 -0.099
-0.202 0.094 0.334
0.810 -0.190 -0.455
-0.359 -0.190 -0.300
-0.066 0.215 0.446
0.085 0.094 0.181
0.113 -0.148 -0.004
0.058 0.103 -0.136
0.059 -0.053 -0.091
0.207 0.015 -0.195
0.230 -0.107 -0.129
-0.110 0.040 0.120


# 2
ORCA calculation (ωB97M-V with the def2-TZVPD basis set) on a structure of composition C51H65CaGeN5O3PS in a non-equilibrium geometry.

Output
DFT total energy: -5975.9910 hartree
Energy above the lowest of the compared OMol25 structures with the same formula, charge and spin: 0.000 eV
Total charge: -1
Frontier orbital gap: 4.2 eV
LUMO energy: 1.94 eV

Each line ends with the Löwdin charge.
Element x y z (Å)
1 Ca 0.4186 -2.2500 -1.3073  1.2307
2 C -3.7568 1.7566 -4.2353  -0.1112
3 C -2.6095 1.3885 -3.2259  -0.5133
4 C -2.7049 2.3345 -2.0310  -0.1364
5 P -2.4535 -0.4065 -2.6342  1.0759
6 C -3.1895 -1.1782 -4.1522  -0.5829
7 C -2.2070 -1.0694 -5.3621  -0.1041
8 C -3.5791 -2.6392 -3.9105  -0.1285
9 C -3.6809 -0.5189 -1.2500  -0.2701
10 C -4.9688 -0.3912 -1.7570  -0.1240
11 C -6.1235 -0.3188 -0.9619  -0.3034
12 C -7.4555 -0.0473 -1.6179  -0.0845
13 C -6.0273 -0.4976 0.4430  -0.0663
14 C -4.7862 -0.6339 0.9937  -0.0493
15 C -3.5796 -0.4420 0.2306  -0.2712
16 N -2.4407 -0.2089 0.8584  0.0563
17 C -2.3054 0.0597 2.2864  -0.1416
18 C -2.6804 1.3031 2.8279  -0.2204
19 C -3.3026 2.4014 2.0266  -0.0405
20 C -2.4696 1.5676 4.1828  -0.0405
21 C -1.8826 0.6538 5.0369  -0.2832
22 C -1.7599 1.0646 6.4948  -0.0633
23 C -1.4567 -0.5699 4.5199  -0.0207
24 C -1.7064 -0.9046 3.1725  -0.1553
25 C -1.2558 -2.2972 2.6881  -0.0297
26 H -3.6666 2.8489 -4.3530  0.0729
27 H -4.7600 1.4990 -3.8376  0.0705
28 H -3.5990 1.3171 -5.2255  0.0544
29 H -1.6483 1.5570 -3.7431  0.0930
30 H -3.5999 2.1711 -1.4361  0.0620
31 H -2.6684 3.3754 -2.4047  0.0766
32 H -1.8453 2.2623 -1.3742  0.0590
33 H -4.0844 -0.5727 -4.4098  0.0688
34 H -1.2603 -1.5575 -5.1421  0.0637
35 H -1.9961 -0.0408 -5.6214  0.0532
36 H -2.5968 -1.5370 -6.2430  0.0621
37 H -2.7887 -3.1890 -3.3514  0.0674
38 H -3.6779 -3.1270 -4.8721  0.0597
39 H -4.5486 -2.7745 -3.4360  0.0623
40 H -5.1436 -0.3649 -2.8417  0.0838
41 H -7.6220 -0.7182 -2.4695  0.0700
42 H -7.5262 1.0267 -1.9042  0.0798
43 H -8.2516 -0.2096 -0.8719  0.0639
44 H -6.9599 -0.4403 1.0706  0.1185
45 H -4.6032 -0.7261 2.0558  0.1018
46 H -3.5020 2.1227 0.9865  0.0573
47 H -2.5625 3.2519 2.0180  0.0993
48 H -4.2270 2.7679 2.4935  0.0828
49 H -2.7597 2.5811 4.5103  0.1248
50 H -0.9629 1.8026 6.6785  0.0719
51 H -1.5429 0.2241 7.1658  0.0727
52 H -2.6782 1.5175 6.8668  0.0682
53 H -0.9181 -1.3218 5.1346  0.1224
54 H -0.1907 -2.4239 2.8027  0.0336
55 H -1.5454 -2.4659 1.6522  0.0455
56 H -1.7494 -3.0967 3.2232  0.0694
57 O 2.2110 -3.1310 -0.0083  -0.2707
58 H 2.6164 -2.3267 -0.4744  -0.0473
59 H 2.3616 -2.9945 0.9382  -0.0581
60 O 1.1395 -2.6938 -3.7578  -0.2458
61 H 1.7296 -1.8937 -3.4885  -0.0534
62 H 1.7172 -3.2458 -4.3149  0.0333
63 O -0.1427 -0.3054 -0.2045  -0.4887
64 H -1.4349 -0.2296 0.3152  0.0430
65 H 0.0906 0.4342 -0.8004  -0.0353
66 N -2.6367 -5.8206 -0.1576  0.0582
67 C -1.3370 -6.2945 -0.3365  -0.0941
68 C -0.5915 -5.2130 -0.6887  -0.1352
69 N -1.4042 -4.0555 -0.7283  -0.0105
70 C -2.5872 -4.4780 -0.3488  -0.2036
71 H -3.4658 -6.3039 0.1460  0.1475
72 H -1.0257 -7.3113 -0.1823  0.1040
73 H 0.4888 -5.1466 -0.8588  0.1010
74 H -3.4806 -3.8559 -0.2458  0.1342
75 C 2.6982 -1.1318 -2.0897  -0.4485
76 Ge 3.3362 0.6514 -1.9214  0.7804
77 C 4.8484 1.0740 -3.1258  -0.2794
78 C 5.4800 0.0352 -3.8312  -0.1120
79 C 6.6934 0.2531 -4.4594  -0.1232
80 C 7.3243 1.4998 -4.3888  -0.1236
81 C 6.6542 2.5318 -3.7545  -0.1146
82 C 5.4271 2.3299 -3.1178  -0.1152
83 C 2.0695 1.9836 -2.6288  -0.2801
84 C 1.9251 2.1243 -4.0132  -0.1034
85 C 1.2568 3.2337 -4.5366  -0.1105
86 C 0.6005 4.1210 -3.7036  -0.1356
87 C 0.6149 3.9191 -2.3404  -0.1298
88 C 1.3877 2.8857 -1.8253  -0.1472
89 C 4.1895 1.3063 -0.2742  -0.2614
90 C 4.1474 2.6093 0.2181  -0.1258
91 C 4.7649 2.9189 1.4360  -0.1242
92 C 5.4383 1.9616 2.1559  -0.1224
93 C 5.4358 0.6329 1.7104  -0.1146
94 C 4.8443 0.3395 0.5051  -0.1299
95 H 3.3115 -1.7053 -2.8266  -0.1349
96 H 4.9793 -0.9731 -3.9396  0.0959
97 H 7.2241 -0.4964 -5.0606  0.0914
98 H 8.2765 1.6687 -4.8743  0.0845
99 H 7.0605 3.5274 -3.6845  0.0844
100 H 4.9491 3.1894 -2.6514  0.0976
101 H 2.3728 1.4316 -4.7239  0.1025
102 H 1.2730 3.3581 -5.6225  0.0951
103 H 0.1114 5.0068 -4.1268  0.0956
104 H 0.0914 4.5998 -1.6627  0.0986
105 H 1.4792 2.7831 -0.7025  0.1028
106 H 3.6991 3.4069 -0.3710  0.0839
107 H 4.6832 3.9057 1.8608  0.0840
108 H 5.8782 2.2116 3.1074  0.0850
109 H 5.8880 -0.1675 2.3237  0.1033
110 H 4.8835 -0.6945 0.1803  0.0891
111 N 1.5235 0.9437 2.4398  0.1338
112 C 2.0295 0.0731 3.3717  -0.7617
113 S 2.5856 -1.5192 2.9889  0.6632
114 N 2.0413 0.5723 4.6397  0.0539
115 C 2.3661 -0.1245 5.8355  -0.2497
116 C 2.2547 -1.5331 5.9685  -0.0970
117 C 2.8385 -2.1557 7.0464  -0.0846
118 C 3.2773 -1.3755 8.1391  -0.1079
119 C 3.2415 0.0044 8.0635  -0.1095
120 C 2.7842 0.6519 6.9071  -0.0390
121 H 1.1355 0.5742 1.5707  0.0714
122 H 1.3812 1.9222 2.6788  0.1089
123 H 1.6682 1.4927 4.8220  0.1358
124 H 1.7450 -2.1220 5.1940  0.0434
125 H 2.9409 -3.2472 7.0547  0.1070
126 H 3.6628 -1.8646 9.0325  0.0942
127 H 3.5946 0.5654 8.9062  0.0891
128 H 2.8326 1.7603 6.8591  0.1192

Atomic forces in eV per Å
0.732 1.425 -0.531
0.661 0.083 0.673
-0.336 -0.022 -0.159
0.539 0.639 -0.405
1.331 0.275 0.262
-0.675 -0.029 -0.319
0.116 0.148 1.337
0.451 -0.231 -0.089
-0.835 0.575 0.429
-1.302 -0.355 0.810
-0.174 -0.197 0.341
-0.156 0.392 0.605
-0.980 0.430 -1.133
1.408 0.436 -0.046
-1.241 -0.698 -1.715
2.077 0.233 1.444
0.066 -0.899 0.087
0.026 -0.543 0.113
0.646 0.904 -0.480
-0.172 0.352 -0.717
0.137 0.248 0.674
0.522 -0.329 0.364
-0.121 -0.400 -0.488
0.198 0.128 -0.526
-0.833 0.899 -0.298
-0.350 -0.289 -0.040
0.534 0.260 -0.292
-0.197 -0.007 0.230
-0.266 0.073 0.203
-0.196 0.021 -0.074
-0.268 -0.322 0.207
0.219 -0.297 0.223
0.348 -0.693 -0.030
0.174 -0.026 0.162
0.136 0.303 0.049
-0.579 -0.389 -0.468
-0.507 0.346 -0.201
0.056 -0.268 -0.354
0.072 0.186 0.429
0.156 0.014 0.564
-0.099 0.365 0.024
-0.050 -0.718 -0.193
0.105 -0.039 -0.387
1.082 -0.284 -0.648
-0.351 0.004 0.131
0.026 0.035 0.291
-0.807 -0.588 -0.139
0.212 -0.129 -0.142
0.115 -0.653 0.186
-0.125 -0.164 -0.254
0.006 0.009 -0.279
-0.120 0.019 -0.167
-0.516 0.636 -0.250
0.421 0.048 -0.067
0.240 0.252 -0.158
-0.189 -0.114 0.554
-0.431 -0.492 0.417
0.541 0.422 -0.786
-0.105 0.173 -0.113
-0.017 -0.387 -0.511
-0.135 0.107 0.561
-0.425 0.228 0.425
0.338 0.221 -0.095
-0.335 0.127 0.139
-0.131 -0.546 0.328
0.853 0.448 0.154
-0.164 0.303 -0.076
-0.302 0.677 0.014
0.616 -1.200 0.516
-0.593 0.436 -0.566
0.254 -0.153 -0.022
-0.236 -0.081 -0.007
-0.552 -0.146 0.013
0.427 -0.146 -0.084
-0.671 -0.363 0.372
-0.287 -1.573 -1.349
0.013 -0.778 0.041
-0.513 -0.713 -0.318
0.917 0.165 -0.568
-0.675 -0.037 0.034
-0.206 0.349 0.421
0.659 -0.100 -0.623
-0.032 0.293 0.153
-0.132 0.659 -0.115
0.261 -0.891 -0.434
-0.392 0.841 -0.432
0.016 0.251 0.466
-0.122 -0.137 1.592
-0.332 -0.047 0.677
0.420 -0.046 0.086
-0.247 0.228 -0.367
-0.308 -0.919 0.294
0.606 0.338 0.601
-0.192 -0.307 -0.190
0.344 0.358 0.593
0.584 1.277 0.420
-0.480 -0.080 0.389
0.043 -0.016 0.017
0.372 0.194 -0.200
-0.024 -0.233 0.128
0.143 -0.026 0.337
-0.186 0.145 0.304
0.053 -0.393 0.159
0.127 -0.178 -0.248
-0.162 0.147 -1.291
-0.132 -0.127 0.180
0.082 0.386 -0.120
0.140 0.073 0.189
-0.210 0.543 -0.444
-0.273 0.007 -0.231
0.496 -0.843 0.854
-0.567 -0.300 -1.038
-0.501 1.609 -0.121
-0.073 -0.595 0.493
-0.237 -0.122 -0.183
-0.131 0.403 -0.741
-0.051 0.248 1.032
0.236 -0.623 -0.520
-0.421 -0.156 -0.293
0.594 0.076 0.498
0.290 -0.011 -0.056
-0.090 -0.542 -0.157
-0.022 -0.027 -0.397
0.621 0.496 0.435
-0.311 0.457 0.172
0.016 0.124 -0.210
0.040 0.358 0.236
-0.063 -0.888 -0.179


- LUMO energy of number 1 (C26H49F8N5NbO11S)?
  0.78 eV